(1)
A 22-piece molecular cluster, C40H42Cl63INO3PSi overall. Source: the Open Molecules 2025 dataset; level of theory: ωB97M-V/def2-TZVPD.

ORCA input file:
```
! wB97M-V def2-TZVPD RIJCOSX def2/J DEFGRID3
* xyz 0 1
C 1.5837 -1.4447 -4.5914
C 0.1473 -1.9874 -4.7697
N -0.8719 -1.1835 -4.0648
C -0.5019 -0.7530 -2.7561
C -0.0286 0.5365 -2.6631
C 0.3856 1.0396 -1.4557
C 0.3201 0.2190 -0.3252
C -0.1805 -1.0706 -0.4003
C -0.6054 -1.5910 -1.6511
Si -1.2255 -3.3728 -1.6859
C -2.0756 -3.6659 0.0061
C -2.5378 -3.7423 -2.9949
C 0.1424 -4.6602 -1.8061
C 0.8135 0.7842 1.0178
O 0.6213 0.1598 2.0395
C 1.4953 2.1381 0.9867
C 1.5285 2.9301 -0.1651
C 2.1061 4.1795 -0.2176
C 2.7039 4.7357 0.8950
C 2.7108 3.9562 2.0412
C 2.1365 2.6963 2.1133
P 2.2516 1.8137 3.7696
O 3.7916 1.1779 3.8959
I 2.0270 3.6688 5.4192
C 0.9059 2.4430 -1.4583
O 0.8577 3.1465 -2.4331
H 2.2265 -2.1008 -5.2035
H 1.9472 -1.5475 -3.5588
H 1.6625 -0.4121 -4.9429
H -0.0716 -1.8691 -5.8468
H 0.0747 -3.0609 -4.5130
H -1.7881 -1.6116 -4.0935
H 0.0326 1.1792 -3.5417
H -0.2258 -1.6493 0.5241
H -2.4369 -2.7346 0.4641
H -2.9335 -4.3366 -0.1669
H -1.3551 -4.1863 0.6578
H -2.0906 -3.8926 -3.9933
H -3.0756 -4.6714 -2.7395
H -3.3018 -2.9517 -3.0771
H -0.2627 -5.6396 -1.4956
H 0.5261 -4.7994 -2.8286
H 0.9759 -4.4594 -1.1227
H 2.0882 4.7852 -1.1250
H 3.1412 5.7311 0.8843
H 3.2005 4.3854 2.9162
H 4.1692 1.0522 3.0102
C -1.2004 4.9735 -4.5053
Cl -2.2266 4.0311 -3.4184
Cl -1.7370 4.7907 -6.1823
Cl -1.1966 6.6763 -4.0413
H -0.1901 4.5970 -4.4292
C -1.0145 5.3212 7.5646
Cl -2.0885 5.0287 8.9554
Cl -1.9286 6.0224 6.2298
Cl 0.3449 6.3520 7.9906
H -0.6123 4.3691 7.2399
C -5.1669 5.7348 -4.9216
Cl -6.1833 4.7988 -3.8237
Cl -5.7054 5.5391 -6.5918
Cl -5.1626 7.4404 -4.4658
H -4.1535 5.3609 -4.8467
C 1.2021 -7.0305 3.1333
Cl -0.0657 -7.7771 2.1529
Cl 2.4670 -6.3394 2.1183
Cl 0.5311 -5.7922 4.1943
H 1.6490 -7.8007 3.7501
C 2.0435 6.4880 -6.5424
Cl 2.4345 8.1968 -6.3316
Cl 3.2444 5.6954 -7.5664
Cl 1.9383 5.6762 -4.9772
H 1.0775 6.4165 -7.0325
C 6.0919 -4.8046 2.8597
Cl 7.7382 -5.4042 3.0618
Cl 6.0368 -3.0534 3.0697
Cl 5.4510 -5.2633 1.2811
H 5.4697 -5.2580 3.6230
C -2.2220 -7.4263 -5.2447
Cl -3.2570 -7.8057 -3.8609
Cl -3.1288 -6.5382 -6.4678
Cl -0.8069 -6.5093 -4.7270
H -1.8848 -8.3558 -5.6815
C -2.0017 7.3664 -9.5209
Cl -3.3828 7.4405 -8.4266
Cl -0.4848 7.5537 -8.6319
Cl -2.0063 5.8468 -10.4224
H -2.0825 8.1823 -10.2270
C -0.3802 7.4083 -13.3337
Cl 1.0014 7.8050 -12.3107
Cl -1.8001 8.3409 -12.8477
Cl -0.0022 7.6919 -15.0330
H -0.6071 6.3568 -13.2054
C -7.2395 -6.7449 -7.6664
Cl -7.8594 -5.1186 -7.9665
Cl -6.2850 -7.3103 -9.0415
Cl -6.2793 -6.7837 -6.1894
H -8.0826 -7.4121 -7.5412
C 0.0035 -1.9390 6.0175
Cl -0.0644 -1.2354 4.3989
Cl 0.1521 -3.7068 6.0298
Cl 1.3516 -1.2488 6.9236
H -0.9204 -1.6826 6.5219
C 5.3324 5.4804 7.2328
Cl 6.6885 6.0981 8.1792
Cl 3.8634 6.3957 7.5787
Cl 5.7071 5.5297 5.5071
H 5.1629 4.4479 7.5145
C 2.0902 1.5668 -7.3664
Cl 0.7044 1.6505 -6.2755
Cl 3.6016 1.7563 -6.4733
Cl 2.0841 0.0431 -8.2595
H 2.0114 2.3797 -8.0783
C 0.9737 6.6605 12.1215
Cl -0.2700 5.9692 11.0785
Cl 2.1640 7.5508 11.1619
Cl 0.2515 7.7117 13.3453
H 1.4836 5.8525 12.6287
C 8.0003 -7.6557 6.4772
Cl 6.4363 -7.1099 5.8663
Cl 8.1513 -7.3068 8.1998
Cl 8.2216 -9.3789 6.1682
H 8.7767 -7.1134 5.9509
C -3.1836 2.2304 5.0160
Cl -3.8370 3.8122 4.5769
Cl -2.1626 1.5952 3.7242
Cl -2.2824 2.3124 6.5333
H -4.0145 1.5504 5.1579
C 2.0432 2.7685 11.7705
Cl 0.7567 3.3804 12.8189
Cl 2.5202 3.9748 10.5723
Cl 3.4356 2.2744 12.7364
H 1.6655 1.9003 11.2442
C 1.8699 -9.6021 -6.3698
Cl 0.2373 -9.7256 -5.7012
Cl 2.2507 -7.9278 -6.7743
Cl 3.0537 -10.2553 -5.2380
H 1.9083 -10.1889 -7.2791
C -6.3060 5.5370 8.8670
Cl -6.9807 7.0965 8.3882
Cl -5.2390 4.9075 7.6110
Cl -5.4459 5.6774 10.4042
H -7.1241 4.8399 8.9992
C 2.5183 -2.1670 10.3771
Cl 2.7738 -0.4214 10.2784
Cl 3.8165 -3.0316 9.5537
Cl 2.3944 -2.6830 12.0608
H 1.5850 -2.4014 9.8792
C -7.9357 -10.8483 -5.9886
Cl -8.9474 -11.2355 -4.5958
Cl -8.8778 -9.9991 -7.2213
Cl -6.5353 -9.8935 -5.4967
H -7.5802 -11.7767 -6.4179
*
```

Computed properties:
Highest occupied orbital energy   -8.205 eV
Energy   -31750.476403 a.u.
LUMO   -1.30 eV

(2)
C40H42ClN4O3ReS2 as an isolated structure. Source: the Open Molecules 2025 dataset; level of theory: ωB97M-V/def2-TZVPD.

ORCA input file:
```
! wB97M-V def2-TZVPD RIJCOSX def2/J DEFGRID3
* xyz 1 2
Re -1.7253 1.4968 1.4829
O -5.4424 2.8335 0.9873
C -4.6377 1.9909 0.7568
O -3.2984 2.2952 0.7830
C -4.9795 0.6092 0.3040
C -6.1934 0.4682 -0.3550
C -6.5857 -0.7562 -0.8736
C -5.7647 -1.8617 -0.7153
C -4.5713 -1.7439 -0.0159
C -4.1700 -0.5152 0.4977
S -2.7278 -0.5715 1.5530
H -6.8174 1.3474 -0.4620
H -7.5279 -0.8448 -1.4005
H -6.0538 -2.8223 -1.1266
H -3.9466 -2.6147 0.1533
C -0.5530 3.4871 -5.1009
C 0.2167 2.6333 -4.0812
C -0.4967 1.2868 -3.9343
C 1.6398 2.3765 -4.6015
C 0.2945 3.3824 -2.7429
C 0.9166 4.6511 -2.6859
C 1.0291 5.3746 -1.5182
C 0.5014 4.8167 -0.3525
S 0.4730 5.4487 1.2685
C -0.3330 4.0494 1.8152
N -0.5808 3.1713 0.8729
C -0.1186 3.5791 -0.3877
C -0.2231 2.8544 -1.5744
C -0.7739 3.7165 3.1749
C -0.5778 4.5196 4.2854
C -1.0296 4.0791 5.5256
C -1.6745 2.8538 5.6428
C -1.8875 2.0565 4.5234
C -1.4351 2.4803 3.2797
H -0.6253 2.9528 -6.0547
H -0.0570 4.4435 -5.2917
H -1.5677 3.6951 -4.7480
H -0.5342 0.7898 -4.9075
H -1.5284 1.4074 -3.5851
H 0.0347 0.6183 -3.2466
H 1.5976 1.8320 -5.5513
H 2.2126 1.7748 -3.8887
H 2.1855 3.3089 -4.7752
H 1.3301 5.0786 -3.5941
H 1.5143 6.3448 -1.5109
H -0.7149 1.8882 -1.5606
H -0.0778 5.4801 4.1919
H -0.8838 4.6976 6.4020
H -2.0316 2.5229 6.6108
H -2.4133 1.1147 4.6232
C 4.4605 -4.1975 -0.2195
C 4.1664 -3.3942 1.0572
C 4.5589 -4.2567 2.2654
C 5.0520 -2.1374 1.0275
C 2.6545 -2.9889 1.1141
O 2.3295 -2.0865 0.0621
C 1.7153 -4.1993 1.0557
C 0.2147 -3.8778 0.9642
C -0.2498 -3.2726 -0.3455
C -0.8396 -2.0145 -0.3815
C -1.2683 -1.4450 -1.5727
C -1.1033 -2.1454 -2.7544
Cl -1.6283 -1.4355 -4.2514
C -0.5308 -3.4065 -2.7519
C -0.1143 -3.9643 -1.5472
C 2.3608 -2.1820 2.4141
N 1.6585 -0.9240 2.1294
C 0.3703 -0.6837 2.1882
N 0.1439 0.5400 1.7240
C 1.3989 1.0229 1.4208
N 2.3445 0.1609 1.6526
H 5.5390 -4.3500 -0.3011
H 4.1530 -3.6736 -1.1326
H 3.9973 -5.1858 -0.2146
H 5.6265 -4.4869 2.2127
H 4.0238 -5.2097 2.2834
H 4.3913 -3.7512 3.2229
H 6.0945 -2.4357 0.8857
H 5.0101 -1.5589 1.9556
H 4.7711 -1.4699 0.2121
H 2.4622 -2.5273 -0.7852
H 1.8848 -4.8216 1.9402
H 1.9869 -4.8093 0.1926
H -0.0945 -3.2175 1.7835
H -0.3216 -4.8150 1.1261
H -0.9739 -1.4557 0.5420
H -1.7282 -0.4631 -1.5880
H -0.4208 -3.9496 -3.6822
H 0.3226 -4.9607 -1.5537
H 3.2649 -1.9135 2.9391
H 1.7297 -2.7562 3.0878
H -0.3808 -1.3842 2.5212
H 1.5818 2.0055 1.0098
*
```

Computed properties:
Highest occupied orbital energy (spin up / spin down)   -10.669 / -10.670 eV
Energy   -3328.894775 a.u.
ΔE to the lowest compared entry with this formula, charge and spin   0.00 kJ/mol
LUMO (spin up / spin down)   -4.63 / -4.30 eV

(3)
C40H42CoO2P2S5Sb2 as an isolated structure. Source: the Open Molecules 2025 dataset; level of theory: ωB97M-V/def2-TZVPD.

ORCA input file:
```
! wB97M-V def2-TZVPD RIJCOSX def2/J DEFGRID3
* xyz 1 5
Co 0.7315 1.3290 0.9834
C -0.4152 0.7351 -3.2783
Sb 0.3081 2.7598 -3.0336
C 1.7906 2.3287 -1.4953
C -3.5026 2.8154 -4.3042
C -2.4658 3.6436 -4.6690
C -1.7532 3.3995 -5.8831
C -0.8182 4.2781 -6.3630
C -0.5156 5.4397 -5.6485
C -1.1073 5.6524 -4.4140
C -2.0549 4.7835 -3.8919
C -2.5751 5.0053 -2.5406
Sb -1.5921 3.6557 -1.0598
C -3.2105 2.2130 -1.0586
C 1.2152 4.6984 1.8582
H -1.1165 0.4809 -2.4903
H 0.4250 0.0485 -3.2576
H -0.9123 0.6775 -4.2408
H 2.4395 1.5268 -1.8320
H 1.3005 2.0196 -0.5381
H 2.3897 3.2169 -1.3120
H -4.1669 3.0402 -3.4919
H -3.7451 1.9513 -4.8965
H -2.0120 2.5225 -6.4599
H -0.3284 4.0845 -7.3070
H 0.1773 6.1616 -6.0521
H -0.8342 6.5288 -3.8413
H -3.6374 4.8042 -2.4451
H -2.3741 6.0179 -2.2009
H -3.1501 1.6603 -0.1291
H -3.1614 1.5339 -1.9032
H -4.1535 2.7574 -1.0710
H 0.2161 4.6260 1.4268
H 1.9263 5.0687 1.1272
H 1.2094 5.3443 2.7301
S -0.7199 2.2960 7.6108
C -0.4544 2.4155 6.0072
S 1.0563 2.9527 5.3212
C 0.5870 2.7411 3.6512
C -0.6641 2.2861 3.3933
S -1.2961 1.9312 1.8352
S -1.6684 2.0156 4.8076
S 1.7912 3.0434 2.3929
O 1.3740 -0.1155 2.3678
P 1.1093 -1.5681 2.5473
C -0.3987 -2.0503 1.5920
P -0.1312 -1.6542 -0.1802
O 0.2575 -0.2268 -0.3495
C -1.6766 -2.0031 -1.0645
C -2.7677 -1.2081 -0.7353
C -3.9582 -1.3477 -1.4240
C -4.0518 -2.2715 -2.4535
C -2.9597 -3.0541 -2.7913
C -1.7689 -2.9276 -2.0953
C 1.1442 -2.7977 -0.7415
C 2.2956 -2.2899 -1.3228
C 3.3035 -3.1491 -1.7235
C 3.1608 -4.5138 -1.5382
C 1.9983 -5.0231 -0.9795
C 0.9856 -4.1695 -0.5855
C 0.6333 -1.9498 4.2554
C 0.2289 -3.2255 4.6306
C -0.2072 -3.4545 5.9215
C -0.2257 -2.4203 6.8430
C 0.1898 -1.1513 6.4748
C 0.6106 -0.9145 5.1784
C 2.5568 -2.5460 2.0532
C 3.7072 -1.8227 1.7560
C 4.8862 -2.4864 1.4673
C 4.9165 -3.8719 1.4825
C 3.7691 -4.5943 1.7696
C 2.5904 -3.9349 2.0645
H -1.1864 -1.3843 1.9651
H -0.6871 -3.0864 1.7444
H -2.6590 -0.4763 0.0526
H -4.8085 -0.7356 -1.1675
H -4.9756 -2.3740 -3.0012
H -3.0303 -3.7554 -3.6089
H -0.9178 -3.5422 -2.3535
H 2.3875 -1.2205 -1.4455
H 4.1970 -2.7503 -2.1786
H 3.9509 -5.1844 -1.8371
H 1.8827 -6.0872 -0.8502
H 0.0685 -4.5577 -0.1632
H 0.2556 -4.0342 3.9159
H -0.5398 -4.4392 6.2085
H -0.5605 -2.6013 7.8521
H 0.1796 -0.3490 7.1958
H 0.9266 0.0660 4.8541
H 3.6619 -0.7420 1.7612
H 5.7830 -1.9228 1.2514
H 5.8392 -4.3910 1.2745
H 3.7977 -5.6740 1.7776
H 1.7051 -4.5066 2.2970
*
```

Computed properties:
Highest occupied orbital energy (spin up / spin down)   -8.791 / -9.511 eV
Energy   -6236.679791 a.u.
ΔE to the lowest compared entry with this formula, charge and spin   97.23 kJ/mol
LUMO (spin up / spin down)   -2.42 / -2.88 eV

(4)
A 3-piece molecular cluster, C40H42F2I2O5 overall. Source: the Open Molecules 2025 dataset; level of theory: ωB97M-V/def2-TZVPD.

ORCA input file:
```
! wB97M-V def2-TZVPD RIJCOSX def2/J DEFGRID3
* xyz 0 1
C -7.4391 8.0977 -0.0533
C -8.1529 6.7850 -0.3830
O -9.3367 6.7519 -0.6265
O -7.3387 5.6838 -0.4238
C -7.8502 4.5463 0.2993
C -7.5407 3.2709 -0.5233
C -6.9007 2.1415 0.2938
C -5.4428 2.3770 0.6852
C -4.8324 3.6175 0.7334
C -3.5077 3.7318 1.0856
C -2.7464 2.6419 1.4238
C -3.3388 1.4028 1.3760
C -4.6591 1.2658 0.9976
C -5.1985 -0.1495 0.9403
O -6.2982 -0.4765 1.3398
C -4.2170 -1.1524 0.3708
C -4.6173 -2.1569 -0.4703
C -3.6379 -2.9941 -0.9519
C -2.3152 -2.8555 -0.6178
O -1.4499 -3.7526 -1.1988
C -0.8118 -3.1782 -2.3692
C 0.3909 -4.0327 -2.7572
C 1.4548 -4.0169 -1.6455
C 0.9909 -3.6911 -4.1462
C -0.0513 -3.2702 -5.2030
C 2.1107 -2.6355 -4.1264
C -1.8974 -1.8564 0.2728
C -0.4282 -1.7885 0.6354
I -0.1020 -2.8579 2.4953
C 0.1987 -0.3345 0.5556
C 1.2321 -0.3290 -0.6031
I 1.3725 0.1055 2.3241
C -2.8968 -1.0156 0.7469
C -2.5867 0.1297 1.6943
O -1.8383 0.0393 2.6446
H -6.4144 7.8694 0.2538
H -7.9795 8.6012 0.7471
H -7.3860 8.6803 -0.9767
H -7.2862 4.4904 1.2418
H -8.9040 4.6335 0.5675
H -6.9986 3.4973 -1.4458
H -8.5201 2.8946 -0.8548
H -7.4965 1.8902 1.1781
H -6.9032 1.2500 -0.3431
H -5.3815 4.5152 0.4719
H -3.0268 4.7070 1.0970
H -1.7007 2.7577 1.6951
H -5.6653 -2.2573 -0.7304
H -3.9541 -3.7926 -1.6191
H -1.5769 -3.0890 -3.1487
H -0.4894 -2.1688 -2.0748
H 0.0289 -5.0711 -2.8188
H 1.8799 -3.0133 -1.5266
H 1.0349 -4.2945 -0.6727
H 2.2804 -4.6939 -1.8880
H 1.4512 -4.6175 -4.5188
H -0.3313 -2.2157 -5.0707
H 0.4418 -3.3161 -6.1809
H -0.9564 -3.8839 -5.1839
H 1.7628 -1.6308 -3.8552
H 2.5029 -2.5572 -5.1507
H 2.9676 -2.9246 -3.5113
H 0.1011 -2.3869 -0.1011
H -0.5222 0.4533 0.3363
H 2.1124 -0.8853 -0.2598
H 0.8528 -0.8272 -1.4993
H 1.5863 0.6844 -0.8156
F 5.6094 -1.5317 -0.4019
C 5.8444 -0.3451 0.1951
C 7.1061 0.2086 0.1215
C 7.3472 1.4312 0.7318
C 6.3254 2.0777 1.4151
C 5.0621 1.5037 1.4832
C 4.8161 0.2865 0.8657
H 7.8917 -0.3145 -0.4085
H 8.3308 1.8788 0.6756
H 6.5144 3.0292 1.8950
H 4.2653 2.0040 2.0189
H 3.8342 -0.1705 0.9032
F 7.8943 0.2350 4.5407
C 8.4975 -0.8561 4.0357
C 7.7492 -1.9909 3.7886
C 8.3714 -3.1134 3.2631
C 9.7343 -3.0938 2.9998
C 10.4742 -1.9482 3.2575
C 9.8535 -0.8193 3.7737
H 6.6890 -1.9910 4.0068
H 7.7922 -4.0043 3.0593
H 10.2191 -3.9721 2.5935
H 11.5374 -1.9325 3.0565
H 10.4131 0.0854 3.9727
*
```

Computed properties:
Highest occupied orbital energy   -8.344 eV
Energy   -2720.717772 a.u.
ΔE to the lowest compared entry with this formula, charge and spin   0.00 kJ/mol
LUMO   -0.59 eV